10
Properties=species:S:1:pos:R:3:mulliken_charge:R:1 method="wB97M-V/def2-TZVPD" relative_energy_kj_mol=518.32 charge=0 orbital_gap_ev="8.038 / 8.037" homo_ev="-8.34 / -8.34"
O 1.11894 -1.08728 -0.32866 -0.406
C 0.90259 0.53262 -0.33224 -0.381
C 0.24123 -0.05114 0.83346 0.214
C -1.16859 -0.05364 0.60290 -0.437
N -1.41012 0.45928 -0.58479 -0.559
N -0.23876 0.72367 -1.14699 0.207
H 2.05121 -1.11762 -0.06656 0.355
H 0.72884 -0.29551 1.76945 0.336
H -1.97401 -0.39477 1.23755 0.433
H -0.25133 1.28438 -1.98413 0.236

***

10
Properties=species:S:1:pos:R:3:mulliken_charge:R:1 method="wB97M-V/def2-TZVPD" relative_energy_kj_mol=402.83 charge=0 orbital_gap_ev=8.837 homo_ev=-8.17
C -0.79767 0.17877 0.00511 0.579
C 0.24572 1.17702 0.07645 -0.452
C 1.53519 0.60644 -0.07513 -0.298
H -2.66415 0.66134 0.14976 0.226
H -0.17475 2.18768 0.16010 0.304
H 2.59791 0.69071 0.14590 0.368
H 1.71285 -1.48694 0.17570 0.246
N -2.00123 -0.05507 -0.13181 -0.616
N 1.15722 -0.72475 -0.15452 -0.072
O -0.18291 -1.04592 0.16678 -0.286

***

10
Properties=species:S:1:pos:R:3:mulliken_charge:R:1 method="wB97M-V/def2-TZVPD" relative_energy_kj_mol=336.96 charge=0 orbital_gap_ev=9.460 homo_ev=-8.69
C -0.83694 -0.01867 -0.08036 0.577
C 0.10992 1.12317 -0.06347 -0.147
C 1.34589 0.72205 0.06545 -0.612
H -2.50881 0.79704 -0.02818 0.232
H -0.18797 2.16027 -0.15976 0.324
H 2.17759 1.24453 0.28607 0.440
H 1.80112 -1.03642 0.66478 0.240
N -2.13532 -0.12273 0.12205 -0.706
N 1.32319 -0.66912 -0.10257 -0.112
O 0.08621 -1.07272 -0.05362 -0.236

***

10
Properties=species:S:1:pos:R:3:mulliken_charge:R:1 method="wB97M-V/def2-TZVPD" relative_energy_kj_mol=561.86 charge=0 orbital_gap_ev=8.651 smiles="C=N/N=C/C=O" homo_ev=-9.50
C 2.40176 0.30197 0.29780 -0.402
C -0.22148 0.52703 -0.05061 -0.056
C -1.82882 0.55861 -0.16560 -0.059
H 3.32082 0.82971 -0.09352 0.288
H 2.04851 0.77700 1.33559 0.315
H 0.63021 1.32212 -0.41321 0.309
H -2.60525 1.33481 -0.71719 0.270
N 1.58943 -0.50563 -0.33928 -0.168
N 0.34100 -0.79420 -0.11658 -0.098
O -2.37702 -0.43632 0.32373 -0.399

***

10
Properties=species:S:1:pos:R:3:mulliken_charge:R:1 method="wB97M-V/def2-TZVPD" relative_energy_kj_mol=400.76 charge=0 orbital_gap_ev=8.762 homo_ev=-9.29
N -1.56085 0.07330 -0.34151 -0.324
C -0.70214 1.02499 -0.70321 0.112
O 0.41463 0.82555 -1.14910 -0.492
C 1.57491 -0.81148 0.37039 -0.564
C 0.34977 -0.97876 0.77376 0.531
N -0.85573 -0.98401 0.90574 -0.405
H -2.39752 0.40131 0.12294 0.301
H -1.04405 2.03593 -0.52884 0.331
H 2.19733 -0.13147 0.92223 0.252
H 2.02365 -1.45536 -0.37239 0.257

***

10
Properties=species:S:1:pos:R:3:mulliken_charge:R:1 method="wB97M-V/def2-TZVPD" relative_energy_kj_mol=492.79 charge=0 orbital_gap_ev=8.958 smiles=Nc1ccno1 homo_ev=-8.29
N 1.73456 -0.09259 -0.25585 -0.484
C 0.52131 0.36050 0.04864 0.573
C -0.60105 0.99132 -0.29259 -0.637
C -1.47006 -0.16214 0.03093 -0.089
N -1.12286 -0.95870 0.98775 -0.344
O 0.13369 -0.60306 1.34280 -0.314
H 1.88325 -0.82416 0.42611 0.300
H 2.07876 -0.27556 -1.19030 0.265
H -0.92272 2.01591 -0.49087 0.362
H -2.21028 -0.50327 -0.67106 0.367

***

Total energy values (in eV) by entry order: -8198.5135; -8199.7104; -8200.3931; -8198.0622; -8199.7319; -8198.7780.
Max |F| values (in eV/A) by entry order: 0.33; 5.76; 5.90; 6.83; 3.16; 2.47.